1.
This record from the OMol25 dataset describes a 2-piece molecular cluster, CH2NO3 overall at a distorted geometry. The level of theory is the ωB97M-V functional and the def2-TZVPD basis.

Summary:
LUMO	3.48	eV
total charge	-1
relative energy (zero: lowest compared OMol25 entry of this formula, charge and spin)	171.9	kJ/mol
orbital gap	4.6122	eV

Last column: natural (NBO) charge in e.
Geometry (Å):
C1 3.1612 0.0949 -0.0933  1.03
N1 -0.1488 0.7554 -0.1764  -0.88
O1 2.9561 -0.0481 1.0394  -0.53
O2 3.5394 0.1776 -1.1943  -0.56
O3 -0.4334 -0.6624 0.2280  -0.72
H1 0.3244 0.6794 -1.0836  0.23
H2 0.2166 -0.7120 0.9036  0.43

Atoms 1-2, force components in eV/Å:
0.231 -0.135 -0.033
0.051 0.903 0.034


2.
This record from the OMol25 dataset describes C20H19AsCdF6N3O2 as an isolated structure at a distorted geometry. The level of theory is the ωB97M-V functional and the def2-TZVPD basis.

Summary:
multiplicity	2
LUMO (spin up / spin down)	4.62 / 4.61	eV
total charge	-2
orbital gap (spin up / spin down)	6.0380 / 6.1491	eV

Last column: natural (NBO) charge in e.
Geometry (Å):
Cd1 0.0000 0.0000 0.0000  1.72
C1 -1.8637 2.4473 3.0510  -0.65
C2 -1.6747 1.2268 2.1957  0.44
O1 -0.7794 1.3566 1.3091  -0.86
C3 -2.3690 0.1034 2.4438  -0.56
C4 -1.9627 -0.8747 1.4139  0.34
C5 -2.9753 -1.1817 0.3417  -0.67
N1 -0.7522 -1.3000 1.2478  -0.50
N2 0.0507 -1.3782 2.4023  -0.45
C6 1.1444 -0.6931 2.2264  0.52
O2 1.5097 0.0047 1.2613  -0.81
C7 2.1830 -0.6933 3.3343  0.01
C8 1.9137 -1.4353 4.4975  -0.20
C9 2.8362 -1.5031 5.5479  -0.24
C10 4.0506 -0.8261 5.4541  -0.24
C11 4.3389 -0.0785 4.3140  -0.24
C12 3.4129 -0.0130 3.2666  -0.21
H1 -2.1952 3.3048 2.4522  0.21
H2 -0.9367 2.7222 3.5694  0.21
H3 -2.6257 2.2843 3.8228  0.18
H4 -3.1218 -0.0764 3.1818  0.20
H5 -3.9880 -0.9438 0.6789  0.21
H6 -2.9306 -2.2461 0.0925  0.20
H7 -2.7474 -0.5970 -0.5542  0.25
H8 0.9649 -1.9596 4.5746  0.23
H9 2.5930 -2.0830 6.4311  0.19
H10 4.7660 -0.8750 6.2671  0.19
H11 5.2750 0.4613 4.2258  0.20
H12 3.6363 0.5772 2.3808  0.23
F1 -0.7552 1.3076 -1.3076  -0.66
As1 -1.4351 2.5008 -2.4969  2.79
F2 -2.6613 3.0302 -1.2650  -0.62
F3 -0.2794 3.7643 -1.8895  -0.62
F4 -2.1149 3.6942 -3.6863  -0.63
F5 -0.2091 1.9713 -3.7288  -0.62
F6 -2.5910 1.2372 -3.1042  -0.63
C13 -0.8037 -1.3917 -1.3917  -0.82
C14 0.2796 -1.7308 -2.3330  0.16
C15 1.0889 -2.8476 -2.0973  -0.29
C16 1.9850 -3.2904 -3.0756  -0.15
C17 2.0777 -2.6181 -4.2980  -0.29
C18 1.2915 -1.4847 -4.5256  -0.14
C19 0.3964 -1.0431 -3.5459  -0.28
C20 2.9512 -3.1069 -5.3246  0.33
N3 3.6471 -3.5107 -6.1608  -0.43
H13 -1.1579 -2.2754 -0.8336  0.21
H14 -1.6439 -0.8823 -1.8851  0.21
H15 1.0031 -3.4058 -1.1672  0.21
H16 2.5863 -4.1776 -2.8856  0.20
H17 1.3480 -0.9541 -5.4744  0.21
H18 -0.2345 -0.1820 -3.7563  0.24
H19 1.3270 0.0000 -1.1504  -0.28

Atoms 1-2, force components in eV/Å:
2.307 0.092 -3.510
-0.715 0.563 0.573


3.
This record from the OMol25 dataset describes a 2-piece molecular cluster, C8H10NOS overall at a distorted geometry. The level of theory is the ωB97M-V functional and the def2-TZVPD basis.

Summary:
LUMO	3.63	eV
total charge	-1
orbital gap	6.3183	eV

Last column: natural (NBO) charge in e.
Geometry (Å):
C1 -2.9433 0.5428 -0.6420  -0.27
C2 -2.9884 -0.0357 0.5862  -0.20
C3 -1.7297 0.4503 -1.3335  -0.20
C4 -1.9282 -0.6338 1.1888  -0.25
C5 -0.6223 -0.2057 -0.7924  -0.24
C6 -0.6974 -0.7183 0.5318  0.05
C7 0.4878 -1.2617 1.2992  -0.57
C8 2.7175 1.1774 -0.2045  -0.13
N1 3.4439 0.4174 -1.0376  -0.13
O1 3.1185 -0.2058 -2.1027  -0.64
S1 1.4245 0.1965 1.8243  -0.53
H1 -3.8324 0.8096 -1.1590  0.20
H2 -4.0011 -0.1442 1.0664  0.19
H3 -1.6218 1.0233 -2.2743  0.19
H4 -1.9654 -1.1227 2.1676  0.21
H5 0.2609 0.0223 -1.3919  0.24
H6 0.3782 -2.0185 2.0520  0.20
H7 1.1951 -1.8124 0.5919  0.20
H8 1.8432 1.5599 -0.5264  0.18
H9 3.2020 1.7800 0.6277  0.20
H10 4.2585 0.1792 -0.4715  0.31

Atoms 1-2, force components in eV/Å:
1.230 -0.724 -1.146
-3.198 -0.512 1.355


4.
This record from the OMol25 dataset describes C5H7FOS as an isolated structure at a distorted geometry. The level of theory is the ωB97M-V functional and the def2-TZVPD basis.

Summary:
LUMO	0.68	eV
total charge	0
relative energy (zero: lowest compared OMol25 entry of this formula, charge and spin)	189.4	kJ/mol
orbital gap	10.0547	eV

Last column: natural (NBO) charge in e.
Geometry (Å):
C1 -0.2457 -0.0126 -1.0145  -0.41
C2 0.3530 1.0714 -0.1777  0.07
C3 1.3580 0.1777 0.3694  -0.45
C4 0.1178 -0.8566 0.2283  0.35
C5 -0.7450 -0.0849 1.4136  -0.13
H1 -1.5726 -1.0232 -2.6644  0.14
H2 0.6442 -0.2467 -1.7598  0.23
H3 0.5993 2.1320 -0.5194  0.22
H4 2.1474 0.0565 -0.3852  0.21
H5 1.7010 0.4550 1.3303  0.22
H6 -0.3055 -0.2278 2.4642  0.19
H7 -1.8155 -0.5331 1.3455  0.20
O1 -0.5515 1.2730 0.9149  -0.53
F1 0.1812 -2.2082 0.2431  -0.32
S1 -1.8660 0.0275 -1.7883  0.00

Atoms 1-2, force components in eV/Å:
2.360 -1.734 -1.945
-1.296 4.348 -0.117


5.
This record from the OMol25 dataset describes a 2-piece molecular cluster, C26H27N2OP overall at a distorted geometry. The level of theory is the ωB97M-V functional and the def2-TZVPD basis.

Summary:
LUMO	-1.60	eV
total charge	0
orbital gap	4.5709	eV

Last column: natural (NBO) charge in e.
Geometry (Å):
C1 4.7787 -5.0791 2.0677  -0.21
C2 3.7397 -4.9339 2.9925  -0.22
C3 2.6458 -4.1112 2.6996  -0.22
C4 2.5916 -3.4235 1.4770  -0.32
P1 1.1578 -2.4034 0.9757  1.93
C5 -0.2254 -3.5268 1.3528  -0.32
C6 -1.1609 -3.2464 2.3502  -0.23
C7 -2.2440 -4.1143 2.5462  -0.22
C8 -2.3944 -5.2455 1.7351  -0.22
C9 -1.4453 -5.5284 0.7476  -0.22
C10 -0.3593 -4.6737 0.5562  -0.21
C11 0.9892 -0.9789 2.0037  -1.08
C12 0.9553 0.2999 1.5226  0.39
N1 0.9055 1.4595 1.3098  -0.67
O1 1.1881 -2.0483 -0.4802  -1.13
C13 3.6465 -3.5527 0.5643  -0.22
C14 4.7274 -4.3910 0.8496  -0.22
H1 5.6256 -5.7307 2.2922  0.21
H2 3.7740 -5.4677 3.9459  0.21
H3 1.8322 -4.0235 3.4194  0.22
H4 -1.0446 -2.3590 2.9728  0.23
H5 -2.9757 -3.8945 3.3252  0.21
H6 -3.2538 -5.9037 1.8687  0.21
H7 -1.5520 -6.4086 0.1116  0.21
H8 0.3878 -4.8915 -0.2058  0.23
H9 1.0592 -1.1082 3.0880  0.25
H10 3.6011 -3.0151 -0.3819  0.24
H11 5.5275 -4.5071 0.1167  0.21
C15 0.0024 6.3438 -0.1826  -0.40
C16 1.1595 5.3547 -0.2611  -0.41
C17 0.7316 3.9208 0.0020  -0.23
N2 -0.4762 3.5290 -0.7400  -0.28
C18 -0.5874 2.3010 -1.2259  0.28
C19 -1.5017 1.9292 -2.2802  -0.19
C20 -2.0007 2.8913 -3.2131  -0.10
C21 -3.0148 2.5467 -4.1025  -0.25
C22 -3.4835 1.2264 -4.1637  -0.15
C23 -2.9029 0.2413 -3.3425  -0.22
C24 -1.9136 0.5824 -2.4293  -0.12
C25 -1.6211 4.4658 -0.6195  -0.23
C26 -1.2081 5.8800 -0.9856  -0.41
H12 -0.2974 6.4650 0.8637  0.20
H13 0.3314 7.3164 -0.5549  0.22
H14 1.6204 5.3916 -1.2529  0.20
H15 1.9473 5.6134 0.4516  0.24
H16 1.5314 3.2236 -0.2651  0.25
H17 0.5480 3.7798 1.0746  0.25
H18 0.0969 1.5373 -0.8428  0.28
H19 -1.5969 3.9057 -3.2104  0.20
H20 -3.4391 3.3141 -4.7604  0.23
H21 -4.2683 0.9506 -4.8652  0.23
H22 -3.2260 -0.7966 -3.4325  0.23
H23 -1.4431 -0.1615 -1.7802  0.26
H24 -2.4578 4.1366 -1.2407  0.23
H25 -1.9659 4.4579 0.4264  0.22
H26 -2.0648 6.5436 -0.8354  0.23
H27 -0.9773 5.9170 -2.0551  0.20

Atoms 1-2, force components in eV/Å:
-0.155 0.153 -0.159
-0.101 0.179 -0.073


6.
This record from the OMol25 dataset describes C15H45O11 as an isolated structure at a distorted geometry. The level of theory is the ωB97M-V functional and the def2-TZVPD basis.

Summary:
LUMO	2.66	eV
total charge	-1
relative energy (zero: lowest compared OMol25 entry of this formula, charge and spin)	0.0	kJ/mol
orbital gap	9.4257	eV

Last column: Mulliken charge in e.
Geometry (Å):
C1 -0.3956 -0.7895 -0.5382  0.74
O1 0.3107 -1.2188 0.3690  -0.58
O2 -1.5559 -0.2310 -0.1932  -0.22
O3 -0.0374 -0.8299 -1.7222  -0.59
H1 -1.7140 -0.2224 0.7058  0.17
C2 -0.4080 -4.7774 0.6669  -0.53
O4 -1.0862 -3.6358 0.2938  -0.68
H2 0.2670 -5.1827 0.0112  0.16
H3 -1.1335 -5.6317 0.9355  0.21
H4 0.1021 -4.3369 1.6783  0.25
H5 -0.8018 -2.7699 0.0820  0.40
C3 -4.3660 -2.6896 1.0913  -0.34
O5 -3.5813 -3.7972 1.5119  -0.60
H6 -4.7943 -2.4998 1.8967  0.32
H7 -5.0802 -3.2188 0.3644  0.18
H8 -3.6985 -1.9236 0.5982  0.02
H9 -2.5739 -3.8798 1.1974  0.48
C4 2.0962 -3.6972 -1.8250  0.01
O6 1.3524 -2.9617 -2.8008  -0.57
H10 3.1875 -3.7654 -1.8671  0.31
H11 1.7672 -4.7430 -1.5649  0.25
H12 2.1805 -3.2518 -0.9224  -0.44
H13 1.0323 -2.0530 -2.3696  0.38
C5 3.6271 -0.9977 -0.0124  -0.49
O7 2.7027 -0.0105 -0.2529  -0.40
H14 3.9256 -1.5388 -0.8857  0.31
H15 3.0683 -1.7841 0.4367  -0.07
H16 4.5421 -0.7141 0.4527  0.31
H17 1.8772 -0.2704 0.0882  0.16
C6 -3.0019 0.5126 -3.7269  -0.66
O8 -3.4059 0.6464 -2.3752  -0.60
H18 -3.1513 1.4189 -4.1942  0.26
H19 -3.4140 -0.1955 -4.1583  0.49
H20 -1.7349 -0.0069 -3.6545  0.05
H21 -2.7774 0.2592 -1.7767  0.38
C7 2.1351 2.1584 -3.0744  -1.34
C8 0.8088 2.6967 -2.6299  1.48
C9 0.5967 4.0450 -3.2838  -1.92
O9 -0.1407 1.7134 -2.9796  -0.54
H22 2.4468 1.3877 -2.2829  0.12
H23 2.8319 2.8544 -2.6486  0.48
H24 2.3797 1.8755 -4.0396  0.36
H25 0.6953 2.9477 -1.4729  -0.16
H26 0.7112 4.1579 -4.3399  0.43
H27 1.2649 4.7742 -2.8447  0.40
H28 -0.4322 4.2961 -3.1937  0.40
H29 -0.1154 0.7525 -2.5818  0.09
C10 1.5147 0.7929 4.6502  -1.44
C11 1.6563 -0.1098 3.4120  1.05
C12 2.6035 -1.3417 3.6976  -1.31
O10 0.4113 -0.6954 3.0261  -0.61
H30 0.8847 1.5840 4.3507  0.18
H31 2.4284 0.9836 4.9623  0.51
H32 1.1803 0.3356 5.6912  0.28
H33 2.0689 0.2954 2.5197  0.14
H34 2.5460 -1.7238 4.6829  0.39
H35 3.7911 -0.8864 3.7254  0.24
H36 2.6190 -2.0043 2.8405  0.28
H37 0.4786 -1.1063 2.0821  0.39
C13 -1.0003 2.6286 1.9436  -1.30
C14 -1.3637 3.7789 0.9889  0.82
C15 -2.1269 3.4073 -0.3076  -1.23
O11 -2.2940 4.5736 1.6174  -0.56
H38 -1.8552 2.0064 2.0963  0.27
H39 -0.5641 2.8179 2.8813  0.62
H40 -0.1774 2.1070 1.5507  0.04
H41 -0.4476 4.6220 0.9333  0.05
H42 -3.0867 3.0676 -0.2838  0.54
H43 -1.5751 2.6756 -0.9190  0.14
H44 -2.2443 4.3742 -0.7884  0.35
H45 -1.9564 4.9452 2.4788  0.32

Atoms 1-2, force components in eV/Å:
1.188 0.440 -0.980
1.156 -1.194 2.407


7.
This record from the OMol25 dataset describes a 3-piece molecular cluster, C16H39BBr2NO10P2 overall at a distorted geometry. The level of theory is the ωB97M-V functional and the def2-TZVPD basis.

Summary:
LUMO	-5.01	eV
total charge	+1
orbital gap	6.9346	eV

Last column: Mulliken charge in e.
Geometry (Å):
C1 6.7931 -0.2812 -0.3362  -0.86
C2 6.0504 -0.3515 -1.8085  -0.29
O1 4.9682 0.6662 -1.7735  -0.33
B1 3.8541 0.0708 -2.5561  0.78
O2 4.1506 -0.4224 -3.9208  -0.49
C3 2.3271 0.0136 -1.8697  -0.92
N1 2.2974 -1.3341 -1.1188  0.15
C4 1.2296 -1.4031 -0.0501  -0.64
C5 -0.0733 -0.4628 -0.3746  -0.18
C6 0.4114 1.1030 -0.3975  -0.63
C7 1.9897 1.3019 -0.9147  0.52
C8 2.0331 2.7586 -1.6626  -1.05
Br1 1.3378 2.7012 -3.5791  -0.09
C9 3.4733 3.5371 -1.5985  0.04
C10 3.1573 5.1204 -2.0337  -1.02
Br2 4.3195 3.6224 0.2106  -0.14
H1 7.7711 -0.9367 -0.3248  0.34
H2 7.0066 0.8507 -0.0404  0.23
H3 5.9855 -0.6534 0.4566  0.20
H4 6.7716 -0.1180 -2.7107  0.30
H5 5.5789 -1.4238 -1.8978  0.19
H6 3.3810 -1.0346 -4.1759  0.33
H7 1.5779 -0.1110 -2.7603  0.24
H8 3.2437 -1.4062 -0.6456  0.40
H9 2.2613 -2.1506 -1.8000  0.45
H10 0.8221 -2.5231 0.0194  0.33
H11 1.6849 -1.1820 1.0310  0.21
H12 -0.8566 -0.6271 0.5113  0.13
H13 -0.6216 -0.8117 -1.3710  0.23
H14 0.2860 1.6157 0.6689  0.21
H15 -0.2766 1.6602 -1.1955  0.08
H16 2.6430 1.2139 0.0520  0.49
H17 1.2446 3.4495 -1.0917  0.57
H18 4.1854 3.1269 -2.4568  0.31
H19 2.2354 5.5067 -1.3936  0.29
H20 4.1132 5.7588 -1.7116  0.38
H21 2.9568 5.2132 -3.2025  0.30
C11 -4.1968 4.4956 -1.2721  -0.83
O3 -3.3924 3.3324 -1.2131  -0.20
P1 -4.0691 2.0765 -0.2346  0.67
O4 -2.7202 1.3516 -0.2261  -0.44
O5 -4.9638 1.5497 -1.5176  -0.36
C12 -4.3202 1.3153 -2.7580  -0.48
O6 -4.7459 0.8205 0.7440  -0.08
C13 -6.0171 1.1374 1.2745  -0.76
H22 -3.7212 5.2175 -1.9398  0.22
H23 -5.1879 4.2503 -1.6634  0.36
H24 -4.2931 4.9315 -0.2742  0.33
H25 -3.2412 1.1650 -2.6517  0.14
H26 -4.5008 2.1746 -3.4195  0.24
H27 -4.7499 0.4268 -3.2200  0.28
H28 -6.7324 1.3157 0.4674  0.30
H29 -5.9431 2.0260 1.9068  0.35
H30 -6.3665 0.2968 1.8788  0.22
C14 -3.2320 -2.3057 3.0801  -0.81
O7 -2.3201 -3.0980 2.3424  -0.23
P2 -1.0974 -3.8323 3.3217  1.04
O8 -0.2857 -4.1632 2.0660  -0.66
O9 -2.1138 -5.0877 3.6611  -0.37
C15 -2.7681 -5.7536 2.5952  -0.60
O10 0.1252 -4.5666 4.3010  -0.24
C16 -0.0214 -4.3050 5.6823  -0.70
H31 -3.9907 -1.9167 2.3974  0.20
H32 -3.7226 -2.9101 3.8480  0.43
H33 -2.7037 -1.4721 3.5503  0.33
H34 -2.2666 -5.6050 1.6338  0.28
H35 -3.8001 -5.3814 2.5246  0.24
H36 -2.7995 -6.8218 2.8083  0.26
H37 -0.9772 -4.6934 6.0436  0.30
H38 0.0329 -3.2283 5.8629  0.30
H39 0.7893 -4.7995 6.2228  0.25

Atoms 1-2, force components in eV/Å:
-0.896 0.458 -0.197
1.402 -0.115 0.988


8.
This record from the OMol25 dataset describes C5H7N in the gas phase at a distorted geometry. The level of theory is the ωB97M-V functional and the def2-TZVPD basis.

Summary:
LUMO (spin up / spin down)	-0.04 / 0.16	eV
total charge	0
relative energy (zero: lowest compared OMol25 entry of this formula, charge and spin)	506.2	kJ/mol
orbital gap (spin up / spin down)	7.5855 / 8.5491	eV

Last column: natural (NBO) charge in e.
Geometry (Å):
N1 -1.9159 -0.0438 -0.9333  -0.40
C1 -1.0485 0.6713 -1.2651  0.37
C2 0.3433 0.9378 -0.8227  -0.56
C3 1.0806 -0.2140 -0.1646  -0.17
C4 -1.8573 -0.8265 0.4021  -0.28
C5 1.7577 -0.0994 0.9756  -0.38
H1 0.2781 1.7799 -0.1218  0.24
H2 0.8582 1.2808 -1.7168  0.24
H3 1.0906 -1.1572 -0.7057  0.21
H4 -2.1664 -1.8535 0.2389  0.16
H5 -2.4954 -0.3639 1.1653  0.16
H6 1.7661 0.8259 1.5497  0.19
H7 2.3090 -0.9373 1.3983  0.20

Atoms 1-2, force components in eV/Å:
-0.765 -2.888 4.081
1.549 1.842 -1.598


no.,molar mass (g mol⁻¹),energy (a.u.)
1,76.03,-319.718533
2,634.71,-4090.915774
3,168.24,-838.931366
4,134.17,-767.918060
5,414.49,-1533.008512
6,401.51,-1425.891435
7,638.05,-7295.298677
8,81.12,-249.280439